[1]
Formula: C25H50O12
Source: the Open Molecules 2025 dataset
Level of theory: the ωB97M-V functional and the def2-TZVPD basis

Output
2S+1: 1
Kohn-Sham gap: 11.03 eV
LUMO: 0.63 eV
SMILES string: CCCCCCCCCCCCCCCOC(=O)O.COC(=O)OC.COC(=O)OC.COC(=O)OC

```
87
C25H50O12, DFT the ωB97M-V functional and the def2-TZVPD basis
C -4.45 0.74 3.38
C -4.22 0.56 1.87
C -5.45 -0.01 1.14
C -5.93 -1.36 1.72
C -7.43 -1.58 1.50
C -7.91 -1.51 0.04
C -7.01 -2.20 -1.02
C -6.70 -1.20 -2.16
C -6.24 -1.85 -3.49
C -5.13 -2.92 -3.33
C -3.91 -2.52 -4.21
C -3.01 -1.52 -3.45
C -1.70 -2.16 -2.93
C -1.71 -2.57 -1.44
C -1.17 -1.44 -0.56
O -0.60 -1.88 0.70
C -1.20 -2.94 1.24
O -0.69 -3.99 1.19
O -2.36 -2.77 1.85
H -4.07 -0.15 3.89
H -5.52 0.83 3.57
H -3.92 1.60 3.79
H -4.06 1.55 1.43
H -3.34 -0.05 1.67
H -5.14 -0.21 0.11
H -6.28 0.70 1.15
H -5.31 -2.14 1.27
H -5.75 -1.45 2.79
H -7.77 -2.50 1.98
H -7.93 -0.77 2.03
H -8.09 -0.47 -0.24
H -8.88 -2.01 -0.02
H -7.58 -3.00 -1.50
H -6.11 -2.66 -0.61
H -7.66 -0.72 -2.39
H -6.00 -0.43 -1.84
H -5.90 -1.03 -4.11
H -7.10 -2.30 -3.99
H -4.75 -3.00 -2.31
H -5.47 -3.91 -3.63
H -3.35 -3.42 -4.47
H -4.29 -2.10 -5.15
H -2.76 -0.68 -4.11
H -3.60 -1.08 -2.63
H -1.55 -3.07 -3.51
H -0.89 -1.45 -3.13
H -2.72 -2.82 -1.09
H -1.10 -3.47 -1.37
H -1.98 -0.72 -0.44
H -0.38 -0.96 -1.12
H -2.84 -3.60 1.83
C 2.99 -0.28 -1.77
O 3.36 1.04 -2.15
C 2.48 1.65 -2.93
O 1.43 1.19 -3.32
O 2.95 2.87 -3.22
C 2.09 3.65 -4.05
H 3.79 -0.68 -1.13
H 2.07 -0.27 -1.19
H 2.89 -0.93 -2.64
H 1.13 3.82 -3.57
H 1.95 3.17 -5.02
H 2.58 4.61 -4.21
C 7.14 3.48 2.50
O 6.06 4.15 1.85
C 5.90 3.83 0.57
O 6.57 3.04 -0.05
O 4.86 4.52 0.09
C 4.57 4.27 -1.29
H 7.17 3.82 3.53
H 6.98 2.40 2.50
H 8.09 3.72 2.02
H 4.31 3.23 -1.44
H 5.41 4.55 -1.91
H 3.72 4.89 -1.55
C 9.85 -1.09 4.83
O 10.97 -0.23 5.04
C 10.70 1.07 4.88
O 9.63 1.54 4.58
O 11.82 1.76 5.10
C 11.68 3.17 4.96
H 10.20 -2.11 4.99
H 9.06 -0.87 5.54
H 9.48 -1.00 3.81
H 10.96 3.56 5.68
H 11.39 3.43 3.95
H 12.66 3.61 5.17
```

***

[2]
Formula: C25H51BN2O10S
Source: the Open Molecules 2025 dataset
Level of theory: the ωB97M-V functional and the def2-TZVPD basis

Output
2S+1: 1
Kohn-Sham gap: 9.68 eV
LUMO: 0.16 eV
SMILES string: CCCCCCCCCC[C@](CCCCS(=O)(=O)O)(OC(=O)C[C@H]1CO1)B(O)O.CN(C)C=O.CN(C)C=O

```
90
C25H51BN2O10S, DFT the ωB97M-V functional and the def2-TZVPD basis
C 1.37 -4.52 -2.08
C 2.87 -4.69 -1.86
C 3.50 -3.55 -1.04
C 4.52 -2.72 -1.82
C 5.34 -1.77 -0.92
C 5.25 -0.29 -1.30
C 3.83 0.22 -1.46
C 3.73 1.72 -1.66
C 2.30 2.29 -1.85
C 1.19 1.37 -1.35
C -0.26 1.86 -1.61
C -1.17 1.24 -0.54
C -2.62 1.71 -0.51
C -3.49 1.41 -1.74
C -3.73 -0.08 -1.98
S -5.09 -0.68 -1.05
O -6.29 -0.12 -1.59
O -4.86 -0.57 0.37
O -5.02 -2.23 -1.40
O -0.75 1.26 -2.86
C 0.01 1.35 -3.97
O 0.28 2.39 -4.51
C 0.48 0.03 -4.54
C -0.67 -0.80 -5.13
C -1.51 -1.59 -4.23
O -1.99 -0.39 -4.85
B -0.39 3.46 -1.54
O -0.18 4.07 -0.35
O -0.80 4.23 -2.61
H 0.93 -5.41 -2.53
H 1.15 -3.68 -2.75
H 0.85 -4.36 -1.13
H 3.04 -5.65 -1.36
H 3.36 -4.75 -2.83
H 4.01 -3.97 -0.16
H 2.72 -2.88 -0.65
H 5.17 -3.41 -2.35
H 3.97 -2.17 -2.58
H 6.38 -2.09 -0.95
H 5.00 -1.88 0.11
H 5.72 0.29 -0.49
H 5.85 -0.07 -2.19
H 3.37 -0.28 -2.32
H 3.25 -0.10 -0.59
H 4.18 2.21 -0.79
H 4.36 2.01 -2.50
H 2.26 3.24 -1.32
H 2.17 2.49 -2.92
H 1.30 1.26 -0.27
H 1.26 0.37 -1.77
H -0.74 1.42 0.45
H -1.13 0.15 -0.69
H -3.10 1.22 0.34
H -2.69 2.78 -0.29
H -4.46 1.89 -1.57
H -3.08 1.85 -2.64
H -2.86 -0.69 -1.80
H -4.01 -0.23 -3.03
H -5.07 -2.71 -0.56
H 0.97 -0.57 -3.78
H 1.16 0.27 -5.36
H -0.48 -1.20 -6.12
H -1.99 -2.49 -4.58
H -1.33 -1.47 -3.16
H 0.22 3.51 0.33
H -0.09 4.37 -3.24
C 0.83 2.15 3.01
O 0.75 2.70 1.92
N 0.30 2.63 4.14
C 0.39 1.92 5.40
C -0.40 3.90 4.08
H 1.35 1.18 3.14
H -0.60 1.69 5.78
H 0.92 2.52 6.14
H 0.92 0.98 5.27
H -1.23 3.85 3.38
H 0.27 4.69 3.75
H -0.77 4.14 5.08
C -2.02 -0.76 6.09
O -1.25 -0.31 6.92
N -3.22 -1.29 6.36
C -4.09 -1.81 5.32
C -3.65 -1.35 7.75
H -1.78 -0.76 5.01
H -5.04 -1.27 5.32
H -4.29 -2.87 5.48
H -3.62 -1.68 4.35
H -3.69 -0.35 8.18
H -2.95 -1.94 8.34
H -4.64 -1.80 7.80
```

***

[3]
Formula: C25H51NO9S4
Source: the Open Molecules 2025 dataset
Level of theory: the ωB97M-V functional and the def2-TZVPD basis

Output
2S+1: 1
Kohn-Sham gap: 8.34 eV
Energy relative to the best compared isomer or geometry (same formula, charge and spin): 5.775 eV
LUMO: 0.47 eV
SMILES string: CC1(C)CCCC(C)(C)N1O.O=S1(=O)CCCC1.O=S1(=O)CCCC1.O=S1(=O)CCCC1.O=S1(=O)CCCC1

```
90
C25H51NO9S4, DFT the ωB97M-V functional and the def2-TZVPD basis
C -6.69 -1.77 6.34
C -7.03 -0.49 5.62
C -8.54 -0.52 5.55
S -9.30 -1.19 6.98
O -10.28 -2.17 6.67
O -9.54 -0.03 7.81
C -7.68 -1.89 7.54
H -5.68 -1.88 6.75
H -6.70 -2.54 5.57
H -6.63 -0.43 4.61
H -6.63 0.42 6.06
H -8.87 -1.30 4.86
H -8.98 0.41 5.19
H -7.83 -2.71 8.24
H -7.28 -1.05 8.11
C 3.20 8.76 -1.90
C 2.63 7.90 -0.81
C 1.35 7.23 -1.20
S 1.57 6.71 -2.94
O 0.47 7.05 -3.84
O 2.23 5.41 -2.86
C 2.93 8.01 -3.20
H 4.22 9.11 -1.78
H 2.69 9.71 -2.01
H 2.45 8.55 0.05
H 3.18 6.99 -0.57
H 0.47 7.87 -1.22
H 1.12 6.27 -0.73
H 2.57 8.71 -3.95
H 3.77 7.39 -3.52
C -10.37 -5.73 -6.46
C -9.86 -4.39 -6.39
C -8.87 -4.32 -5.15
S -9.17 -5.78 -3.98
O -9.66 -5.15 -2.77
O -8.02 -6.68 -3.99
C -10.54 -6.34 -5.01
H -9.56 -6.33 -6.87
H -11.36 -5.85 -6.90
H -10.72 -3.74 -6.20
H -9.47 -3.97 -7.31
H -9.22 -3.59 -4.42
H -7.80 -4.27 -5.35
H -11.29 -5.65 -4.62
H -11.12 -7.23 -4.74
C -2.39 -3.44 -1.41
C -1.03 -3.92 -1.15
C -0.19 -2.70 -0.65
S -1.23 -1.87 0.48
O -1.48 -0.40 0.22
O -0.83 -2.21 1.79
C -2.76 -2.81 -0.13
H -3.10 -4.17 -1.80
H -2.30 -2.60 -2.10
H -0.79 -4.22 -2.17
H -0.95 -4.89 -0.66
H -0.02 -1.98 -1.45
H 0.79 -2.82 -0.18
H -3.66 -2.20 -0.15
H -2.93 -3.56 0.64
C 8.49 1.68 3.02
C 8.43 0.29 2.03
C 7.02 -0.08 1.56
C 6.48 0.85 0.41
C 7.48 0.84 -0.82
C 8.85 1.19 -0.38
N 9.26 0.27 0.75
O 10.54 0.22 0.96
C 9.78 0.91 -1.61
C 8.90 2.69 -0.21
C 8.75 -0.96 3.00
H 8.36 1.45 4.08
H 7.63 2.30 2.78
H 9.33 2.35 2.85
H 6.95 -1.11 1.22
H 6.41 0.13 2.44
H 6.27 1.74 1.00
H 5.48 0.55 0.10
H 7.09 1.33 -1.71
H 7.30 -0.13 -1.28
H 10.59 1.63 -1.63
H 10.07 -0.14 -1.62
H 9.29 1.08 -2.57
H 8.10 3.08 0.42
H 9.86 3.12 0.07
H 8.65 3.14 -1.18
H 8.11 -0.90 3.88
H 9.82 -1.01 3.20
H 8.59 -1.90 2.46
H 10.81 -0.34 0.23
```

***

[4]
Formula: C25H52BrN3O4P
Source: the Open Molecules 2025 dataset
Level of theory: the ωB97M-V functional and the def2-TZVPD basis

Output
2S+1: 1
Kohn-Sham gap: 9.49 eV
Net charge: +1
LUMO: -2.35 eV

```
86
C25H52BrN3O4P, DFT the ωB97M-V functional and the def2-TZVPD basis
C -2.64 1.22 -3.68
C -1.26 0.55 -3.87
C -0.15 1.39 -3.20
C 1.25 0.90 -3.60
C 1.70 -0.30 -2.74
C 2.40 -1.43 -3.53
C 1.44 -2.34 -4.29
C 0.48 -3.14 -3.38
C 1.28 -4.14 -2.54
C 0.70 -4.43 -1.13
C 0.25 -3.22 -0.36
N 0.90 -2.38 0.44
C 2.32 -2.48 0.84
N 3.19 -2.98 -0.20
C 4.35 -2.08 -0.40
C -0.01 -1.40 0.85
C 0.28 -0.23 1.78
C -1.08 0.31 2.24
C 0.96 0.91 0.94
C 2.47 1.08 1.20
C -1.20 -1.69 0.29
N -1.03 -2.83 -0.49
C -2.09 -3.44 -1.26
Br -2.93 -4.79 -0.08
C -3.12 -2.45 -1.79
C -4.03 -3.16 -2.81
H -2.93 1.75 -4.59
H -3.39 0.48 -3.40
H -2.58 1.94 -2.86
H -0.98 0.42 -4.91
H -1.26 -0.42 -3.35
H -0.27 2.43 -3.54
H -0.24 1.38 -2.11
H 1.95 1.72 -3.40
H 1.33 0.69 -4.67
H 0.89 -0.72 -2.12
H 2.44 0.07 -2.03
H 3.04 -0.95 -4.28
H 3.07 -1.95 -2.85
H 0.88 -1.80 -5.06
H 2.03 -3.10 -4.84
H -0.06 -2.39 -2.79
H -0.26 -3.63 -4.03
H 1.24 -5.10 -3.08
H 2.33 -3.90 -2.43
H -0.09 -5.19 -1.15
H 1.50 -4.89 -0.54
H 2.62 -1.47 1.11
H 2.37 -3.05 1.77
H 3.61 -3.81 0.19
H 5.21 -2.66 -0.75
H 4.68 -1.61 0.53
H 4.15 -1.31 -1.15
H 0.90 -0.53 2.63
H -0.97 1.11 2.98
H -1.63 0.75 1.40
H -1.70 -0.49 2.64
H 0.44 1.85 1.14
H 0.80 0.67 -0.11
H 2.68 0.88 2.26
H 2.76 2.11 0.99
H 3.07 0.42 0.58
H -2.15 -1.19 0.38
H -1.71 -4.02 -2.09
H -3.72 -2.11 -0.93
H -2.58 -1.63 -2.27
H -3.48 -3.35 -3.74
H -4.88 -2.52 -3.01
H -4.33 -4.14 -2.43
C -3.23 6.89 6.08
O -2.02 6.68 5.34
P -1.72 5.13 4.89
O -3.03 4.60 4.48
O -1.30 4.65 6.40
C -0.33 5.41 7.13
O -0.72 4.03 4.16
C 0.70 4.17 4.34
H -3.12 7.84 6.59
H -4.07 6.94 5.40
H -3.38 6.10 6.81
H -0.84 5.99 7.91
H 0.23 6.10 6.49
H 0.37 4.72 7.60
H 1.01 3.68 5.26
H 1.01 5.21 4.35
H 1.19 3.67 3.50
```

***

[5]
Formula: C25H52Cl18O23S5
Source: the Open Molecules 2025 dataset
Level of theory: the ωB97M-V functional and the def2-TZVPD basis

Output
2S+1: 1
Kohn-Sham gap: 9.54 eV
LUMO: 0.01 eV

```
123
C25H52Cl18O23S5, DFT the ωB97M-V functional and the def2-TZVPD basis
C -0.94 -0.27 2.94
O -1.71 0.06 1.79
C -1.23 -0.72 0.68
C 0.04 -0.13 0.11
O -0.27 1.07 -0.58
C 0.89 1.84 -0.91
C 0.49 3.29 -1.28
O 1.57 4.24 -1.38
C 2.24 4.33 -2.63
H -1.11 -1.33 3.34
H -1.13 0.45 3.72
H 0.08 -0.06 2.62
H -2.02 -0.73 -0.09
H -1.01 -1.77 0.87
H 0.73 -0.81 -0.44
H 0.63 0.18 0.98
H 1.49 1.42 -1.75
H 1.58 1.77 -0.02
H -0.20 3.69 -0.55
H -0.08 3.19 -2.21
H 1.67 3.92 -3.50
H 3.17 3.80 -2.59
H 2.55 5.37 -2.73
C -5.16 -0.86 2.24
Cl -6.75 -1.28 1.52
Cl -5.40 0.35 3.56
H -4.71 -1.77 2.77
H -4.54 -0.46 1.39
C -3.55 1.94 -1.54
Cl -3.47 1.59 -3.28
Cl -5.22 1.80 -0.87
H -3.09 1.11 -0.99
H -3.04 2.87 -1.31
C -1.29 6.58 -1.89
Cl -0.76 8.33 -2.08
Cl -1.07 5.73 -3.47
H -0.65 6.12 -1.12
H -2.37 6.61 -1.71
C 4.28 -0.21 -0.16
Cl 4.59 0.40 -1.87
Cl 4.62 1.10 0.99
H 3.23 -0.53 -0.24
H 4.97 -1.07 -0.09
C 3.77 0.02 4.11
Cl 5.16 -1.13 4.26
Cl 2.49 -0.39 5.32
H 4.08 1.03 4.27
H 3.23 0.04 3.15
C 0.69 -5.72 -1.79
Cl 1.40 -6.16 -0.25
Cl -0.86 -6.66 -2.19
H 0.54 -4.64 -1.84
H 1.39 -5.98 -2.56
C 2.34 2.58 -6.84
Cl 3.72 2.79 -5.73
Cl 1.18 3.88 -6.92
H 2.77 2.44 -7.86
H 1.87 1.66 -6.41
C -0.39 -0.58 -3.62
Cl 0.95 0.68 -3.98
Cl 0.25 -2.21 -3.85
H -0.75 -0.40 -2.60
H -1.19 -0.47 -4.39
C 4.22 -2.92 -3.05
Cl 3.43 -3.19 -1.48
Cl 5.30 -4.25 -3.42
H 3.41 -2.84 -3.77
H 4.81 -2.03 -3.06
C -0.65 -4.98 2.12
C -1.44 -6.19 1.70
O -2.60 -5.70 1.01
S -2.90 -4.18 1.54
O -4.12 -4.21 2.27
O -2.71 -3.29 0.47
O -1.69 -4.09 2.56
H 0.06 -4.43 1.48
H -0.01 -5.29 2.96
H -1.78 -6.82 2.56
H -0.90 -6.87 1.04
C -6.08 -2.11 -2.33
C -5.33 -3.30 -1.75
O -4.13 -3.32 -2.40
S -3.61 -1.94 -2.85
O -3.36 -2.01 -4.24
O -2.54 -1.51 -2.03
O -5.01 -1.20 -2.47
H -6.86 -1.65 -1.67
H -6.43 -2.28 -3.34
H -5.81 -4.30 -1.96
H -5.18 -3.18 -0.66
C -1.45 2.99 2.25
C -2.99 2.75 2.19
O -3.52 4.07 2.17
S -2.57 5.02 1.40
O -2.69 6.38 1.81
O -2.63 4.72 -0.02
O -1.23 4.38 1.93
H -0.86 2.40 1.53
H -1.05 2.81 3.24
H -3.39 2.24 3.06
H -3.36 2.12 1.37
C 1.92 5.31 1.81
C 1.60 5.52 3.34
O 1.44 4.27 3.97
S 2.11 3.17 2.98
O 1.42 1.94 3.21
O 3.53 3.20 3.01
O 1.72 3.89 1.55
H 2.87 5.67 1.38
H 1.02 5.74 1.30
H 0.63 5.97 3.46
H 2.38 5.99 3.83
C 4.59 -5.01 1.42
C 5.35 -3.76 1.92
O 4.23 -2.74 2.02
S 2.88 -3.46 2.41
O 1.88 -2.85 1.59
O 2.67 -3.50 3.84
O 3.29 -4.97 2.00
H 5.13 -5.84 1.81
H 4.43 -5.16 0.35
H 6.11 -3.29 1.22
H 5.73 -3.83 2.93
```

***

The records above yield HOMO energy values of -10.3955 -9.5188 -7.8733 -11.8381 -9.5276 eV, respectively.